Entry 1:
116
Properties=species:S:1:pos:R:3:mulliken_charge:R:1 method="wB97M-V/def2-TZVPD" charge=+1 s_squared=0.78 largest_force_ha_per_bohr=0.0280 energy_ev=-151424.1449 relative_energy_kcal_mol=0.00 spin_multiplicity=2
Ir -0.00987 -0.41279 0.43527 1.0925
Cl -8.80524 -1.97662 3.43550 -0.1984
Cl 6.61319 5.12018 -3.13870 -0.2046
Cl -2.03196 -3.84905 -8.07057 -0.2033
Cl 3.45056 0.49163 9.12827 -0.1986
S -2.65970 3.66273 0.63101 -0.0263
S -2.01881 2.78112 -2.42931 1.0462
O -2.21038 1.72626 -3.37387 -0.5204
O -3.14203 3.53591 -1.93845 -0.7755
N 0.85472 -0.27832 -1.39920 0.2289
N -1.23302 2.05491 -1.12577 0.2021
N -1.72151 -1.11799 -0.39862 0.8454
N -0.71309 1.97758 1.11397 0.2789
N 2.41139 6.30234 -3.98732 -0.4399
N 0.56029 -2.23527 0.54593 -0.4931
N -0.85745 -0.58252 2.27408 0.7746
N 1.68722 0.34286 1.23887 0.5642
C -2.33285 -0.89659 3.98207 -1.6867
C -2.09526 3.45034 2.21186 -0.4682
C -3.14601 -1.17369 1.60663 1.0421
C 2.75671 1.15127 -0.82382 0.0957
C -0.68206 -3.70161 -5.73754 -0.9985
C -2.15947 -0.88182 2.55065 0.2219
C 2.77201 0.35338 7.54088 0.3611
C -0.78972 5.20500 -2.59845 -0.5592
C -0.77403 3.86245 -2.96547 -0.4115
C -3.83246 -1.93087 -0.69058 -1.8856
C 4.48456 4.39257 -1.64495 -1.0488
C 2.64651 1.04048 0.56205 0.7929
C 2.16085 0.35781 -3.15237 -1.7466
C -4.54438 -1.38668 2.07728 -0.1939
C 1.15769 1.03271 5.91465 0.3102
C -6.19467 -2.65066 3.31044 -0.9640
C 3.77216 2.09819 -1.36281 0.2301
C 0.73020 -3.36306 0.61477 0.4458
C 3.58199 1.57812 1.51388 -1.7293
C 1.12443 0.01100 3.61248 1.0745
C 3.17528 1.18635 2.74355 -1.6849
C 2.33516 -5.11762 0.07087 -1.5652
C -2.90606 -1.33416 0.23951 0.4533
C -1.47427 2.46719 0.07433 -0.3343
C 1.36487 5.50236 -3.65267 1.0817
C 1.69593 1.15097 7.18621 -1.1531
C 3.31458 -0.54999 6.64132 -0.9853
C 0.96073 -4.81421 0.67866 1.7543
C 0.26511 6.01951 -2.94716 -0.8688
C 5.53573 3.95527 -2.43402 0.2637
C 5.73743 2.60562 -2.67417 -1.0259
C -2.17881 -1.54807 -4.81648 0.0373
C 3.60694 3.45988 -1.11762 -0.1213
C 1.36294 4.14390 -4.01541 -0.7702
C -1.17124 -2.07766 -4.01381 -0.2602
C -5.54438 -0.50128 1.68145 -0.0788
C 0.30446 3.33555 -3.67523 -0.1818
C 1.96038 0.43050 2.56923 0.0348
C -0.42312 -3.14993 -4.49276 -0.1295
C -0.16274 -5.47316 -0.13971 -1.4298
C 4.85471 1.68305 -2.13264 -0.0402
C 0.89645 -5.24615 2.14912 -1.6168
C -1.69726 -3.16583 -6.51331 0.3056
C -1.12261 -0.66347 4.53718 -1.3968
C 1.67974 0.12858 4.99295 -0.2405
C 2.76722 -0.65375 5.37238 -0.1239
C -6.85550 -0.67515 2.09584 -1.0091
C -0.86856 -1.49538 -2.67458 1.3763
C -0.19161 -0.42561 3.46061 0.0086
C -2.44518 -2.08862 -6.06499 -1.0155
C -4.88725 -2.46355 2.88982 0.0615
C 1.20331 -0.46325 -3.64206 -1.5285
C -1.06813 2.51447 2.26866 -0.7430
C -7.16954 -1.75028 2.91160 0.3474
C -1.84388 -1.57494 -1.68384 -0.0279
C -3.17201 -2.10799 -1.85572 -1.5901
C 0.35674 -0.83409 -2.53786 0.0222
C 1.95447 0.45716 -1.73127 1.0238
H 2.20062 3.73820 -4.57016 0.2742
H -7.62881 0.01565 1.79017 0.4310
H 2.76699 3.79370 -0.52006 0.6103
H 2.36654 -4.84944 -0.98504 0.3397
H 3.20474 5.93847 -4.48174 0.1947
H -2.73862 -0.69018 -4.47103 0.6100
H -4.12673 -3.17426 3.18894 0.5480
H -0.10494 -4.53782 -6.10687 0.4316
H 3.64529 1.40064 3.68859 0.5858
H -5.29325 0.33642 1.04148 0.5492
H -2.50472 4.00357 3.04221 0.4802
H 3.12857 -4.58448 0.59393 0.3864
H 0.37348 -3.56057 -3.88313 0.5411
H 3.19028 -1.35693 4.66541 0.4582
H 5.01807 0.62715 -2.30670 0.5720
H -0.87999 -0.64202 5.58553 0.7543
H 1.05167 -0.76115 -4.66641 0.6191
H 0.32269 1.66354 5.63503 0.4601
H 1.67056 -4.75567 2.73904 0.3763
H -6.46125 -3.49076 3.93644 0.4133
H 6.57764 2.28337 -3.27337 0.4618
H 2.41111 7.27878 -3.75943 0.1868
H -0.15698 -5.12141 -1.17150 0.2462
H 4.35020 5.44889 -1.45991 0.4108
H 2.52173 -6.18775 0.16076 0.4122
H 4.15519 -1.16305 6.93484 0.4206
H 2.94028 0.85100 -3.70739 0.5646
H -4.84748 -2.20976 -0.46292 0.6039
H -1.63856 5.60885 -2.06245 0.5355
H 0.24602 7.06976 -2.68422 0.3549
H 1.05198 -6.32371 2.20008 0.4294
H -3.22212 -1.67357 -6.69177 0.4288
H -1.14036 -5.26290 0.29409 0.3398
H -0.00620 -6.55212 -0.13975 0.4613
H -3.55135 -2.56036 -2.75540 0.7225
H 1.29132 1.85799 7.89687 0.4217
H 4.45332 2.16045 1.26324 0.5662
H 0.29763 2.29325 -3.96292 0.5894
H -0.55725 2.22890 3.17728 0.4788
H -0.07560 -5.01577 2.58544 0.3488
H -3.26225 -1.08235 4.49203 0.6770

---

Entry 2:
33
Properties=species:S:1:pos:R:3:mulliken_charge:R:1 method="wB97M-V/def2-TZVPD" largest_force_ha_per_bohr=0.0456 energy_ev=-16289.2144 relative_energy_kcal_mol=19.26 smiles="CCN(C)C(C)=O.Cc1ccccc1" spin_multiplicity=1
O -3.33997 0.63566 -1.61978 -0.6405
N -1.22438 0.89908 -0.86685 0.2560
C 0.16901 1.27198 -1.19543 -0.2064
C 0.62773 -1.97134 0.95923 0.6802
C -0.26108 -2.84116 0.10858 -1.5991
C 2.80026 -1.24281 1.68520 -0.3889
C 2.23672 -0.48603 2.69343 -0.5555
C 0.09201 -1.18043 1.96400 -0.3356
C 2.00924 -1.93509 0.77030 -0.3744
C -1.64962 0.50734 -3.27855 -1.3528
C 0.75514 2.41090 -0.32867 -1.3463
C 0.84798 -0.33446 2.75651 -0.4568
C -2.15767 0.75234 -1.88537 0.9399
C -1.74578 1.42524 0.37522 -1.1055
H -1.28271 0.90081 1.20263 0.1453
H -1.06787 1.36779 -3.60270 0.3267
H -2.79501 1.22784 0.47444 0.3820
H -0.96560 -1.27804 2.16466 0.3546
H 0.50510 0.41046 3.41844 0.4944
H -1.23331 -2.39498 0.05046 0.3584
H 3.86364 -1.24357 1.47263 0.3502
H 2.53407 -2.39910 -0.04981 0.3970
H 2.77810 0.10363 3.38967 0.3776
H 1.80879 2.53114 -0.57983 0.3808
H -0.86557 -0.26075 -3.21551 0.3576
H 0.79474 0.41191 -0.93321 0.0600
H 0.78009 2.08106 0.70421 0.2689
H -1.82817 2.51133 0.47175 0.3658
H -0.43267 -3.79000 0.62275 0.3812
H 0.14228 -2.98591 -0.88889 0.3395
H -2.30757 0.05849 -4.01146 0.3461
H 0.23852 1.54807 -2.23820 0.3938
H 0.17356 3.28864 -0.58986 0.4060

---

Entry 3:
126
Properties=species:S:1:pos:R:3:mulliken_charge:R:1 method="wB97M-V/def2-TZVPD" charge=+2 largest_force_ha_per_bohr=0.0728 energy_ev=-93883.7214 relative_energy_kcal_mol=216.83 spin_multiplicity=1
Ta 0.64300 -1.68890 -0.99308 1.3799
Cl -4.58754 -4.27278 3.74225 -0.1653
F 4.73430 -0.56352 4.57572 -0.2070
F 6.36902 -2.00375 4.46587 -0.2936
F 4.51471 -2.52035 5.49308 -0.2839
O -0.08349 -2.63797 0.39920 0.4783
O -1.66894 -2.66494 -1.59957 -0.5989
O 0.33694 -0.06667 2.11987 -0.0615
O 0.20242 -0.46095 -2.29455 -1.0027
N -0.50749 0.93306 -0.27910 0.2157
N 2.70316 -1.27914 0.89484 0.4459
N 2.62044 -3.45847 -0.52755 0.2571
C 0.89295 2.01162 4.26712 2.5022
C 1.15816 -3.09549 -2.71711 -0.1253
C -0.86798 1.46465 -1.52624 -0.1381
C 2.60060 -4.63576 -3.86582 -0.9501
C -3.37668 -3.76831 1.39027 -1.0912
C 0.77317 0.72854 5.10522 -1.4040
C -0.93714 1.42191 0.83405 -0.8379
C -1.35899 0.79370 -6.42500 -2.2643
C -0.98738 1.03311 -3.89891 -1.0082
C -0.53008 0.67592 -2.62168 0.7311
C -0.20589 1.00983 2.09517 0.5598
C -2.30383 -3.35059 0.61322 0.8077
C -3.40600 5.07594 1.21412 -1.6253
C 3.21058 -3.65293 0.73401 1.0149
C 1.70435 -4.70928 -4.92763 -1.0050
C -0.17838 2.02466 3.17619 -0.6524
C -3.26302 -3.78245 2.76327 0.0183
C -2.45390 -3.23202 -0.83697 -0.6130
C 5.17257 -4.63980 -0.49618 -1.4531
C -1.62986 2.25916 -4.00833 -0.0638
C -1.76600 5.23911 -4.35103 -1.7306
C -0.93092 0.10377 -5.12703 2.7670
C -1.81990 3.15380 -2.95512 -0.9943
C 0.24376 -3.20764 -3.75904 0.6272
C 5.03185 -1.87625 4.42523 0.8404
C -3.43302 4.63420 3.67250 -2.1746
C 4.45582 -4.02465 3.11619 -0.3285
C 4.93149 -1.50796 1.98210 -0.9773
C -2.07042 -3.39014 3.35395 -1.2260
C 2.33421 -3.83329 -2.76790 1.1086
C -1.13920 2.96232 3.13122 -0.2986
C -1.43965 2.72695 -1.70388 -0.8650
C -3.40424 3.97554 2.28737 1.9066
C 0.50254 -0.41813 -5.35092 -1.6555
C -0.99286 -3.00948 2.57033 0.1571
C 2.14893 -3.99875 1.74173 -1.6718
C -2.18686 3.06676 2.09107 -0.4605
C 0.51792 -3.99852 -4.86875 -0.8080
C 0.78129 3.20936 5.20935 -2.3483
C -1.11687 -3.00014 1.20490 0.3268
C -3.95212 4.23108 -3.62369 -1.6866
C 2.59021 -2.53387 1.62127 0.7460
C 2.95191 -2.49299 3.08062 -0.4026
C 5.11796 -4.59143 1.93607 -1.3717
C -2.48842 5.38865 -1.96942 -1.6751
C -2.02876 2.36965 0.96610 -1.3406
C 3.18061 -3.86976 -1.59611 1.4743
C 4.55899 -4.30243 0.77492 0.5030
C -4.67566 3.11450 2.14208 -1.6890
C -2.49321 4.50236 -3.21493 1.9765
C -1.95513 -1.02196 -4.84678 -1.4292
C 4.52823 -4.43193 -1.63851 -1.5103
C 4.46162 -2.40954 3.14023 1.3728
C 2.85650 -4.02919 3.10259 -0.9673
C 4.11413 -0.92079 1.09526 -1.2682
C 2.26722 2.10244 3.56784 -1.2178
H -4.30850 -4.06003 0.91326 0.4999
H -4.36408 5.19320 3.77984 0.4604
H 4.49485 -0.17034 0.40707 0.6453
H 6.02135 -5.19271 2.01775 0.5365
H -4.26428 5.73465 1.37206 0.5294
H -1.52776 3.37522 -0.84363 1.6439
H -0.16323 3.21007 5.76480 0.4529
H 3.07125 1.98846 4.30150 0.5046
H -0.19767 -4.05375 -5.68369 0.5182
H -2.40623 1.10952 -6.39970 0.4136
H 1.59291 3.15545 5.94053 0.4328
H -1.86095 4.71557 -5.30672 0.3338
H -0.05120 -2.70510 3.01633 0.3782
H -2.49573 5.68125 1.26887 0.3600
H 2.32824 -1.85150 3.69012 0.3276
H -4.47349 5.18018 -3.79057 0.4849
H 1.64919 0.61983 5.75045 0.5219
H -4.66912 2.29217 2.86555 0.4391
H -2.96851 -0.63106 -4.97439 0.4524
H -5.55852 3.73036 2.33441 0.4367
H -1.17268 3.68700 3.93608 0.6256
H -3.36630 -3.66123 -1.26696 0.4499
H 6.17861 -5.05276 -0.48208 0.5146
H -2.92435 6.35941 -2.21281 0.5630
H -0.12000 0.77839 5.73840 0.3488
H 4.82894 -4.42930 4.04937 0.8013
H -1.46969 5.56097 -1.60287 0.3769
H 2.39264 -4.59801 3.90312 0.5216
H 0.50318 -1.19062 -6.12630 0.4328
H 2.37808 3.07854 3.08629 0.3392
H 2.39709 1.33787 2.79955 0.0123
H -2.19637 6.23659 -4.47780 0.4619
H -0.70097 5.35241 -4.12346 0.3983
H -1.99337 2.55055 -4.98484 0.3879
H -2.72820 2.46610 0.14401 1.7192
H 2.07729 -0.56868 1.24456 -0.4199
H 4.99966 -4.62348 -2.59137 0.4250
H 0.68516 -0.14119 4.46503 0.0254
H -4.76711 2.69189 1.13704 0.2742
H -1.25643 0.07980 -7.24728 0.4575
H -3.08919 4.95099 -1.16501 0.1110
H 1.24954 -4.54328 1.46238 0.7524
H 3.49879 -5.23981 -3.89957 0.3838
H -4.01126 3.64744 -4.54790 0.3445
H -4.48053 3.68197 -2.83722 0.3173
H -3.48261 4.65354 0.20870 0.1140
H 1.13528 0.40467 -5.69795 0.4512
H 5.97880 -1.22037 1.97183 0.6007
H 0.95259 -0.83359 -4.45745 0.1825
H -2.61040 5.34362 3.80769 0.4142
H -0.72790 1.65976 -6.65070 0.4432
H -1.98753 -3.38647 4.43445 0.5251
H 0.88348 4.15725 4.66872 0.4073
H -1.82379 -1.84892 -5.55461 0.3972
H 1.93382 -5.33142 -5.78534 0.4203
H -1.88576 -1.39776 -3.82880 0.1297
H -0.69581 -2.68054 -3.71948 0.1821
H -3.40295 3.88758 4.47327 0.4604